The following is a DFT calculation (wB97M-V/def2-TZVPD) of a molecular structure, C6H14O2PYb at a distorted geometry.

## Properties
**Gap between HOMO and LUMO**: 2.715 eV
**Charge**: +1
**Electronic energy**: -51350.42236 eV
**Maximum force**: 2.706 eV/Å

Positions of all 24 atoms, in Å:
1 C 3.424 -1.441 -0.027
2 O 2.948 -0.073 -0.063
3 C 1.742 0.193 0.710
4 C 0.914 1.250 -0.045
5 C -0.599 1.064 0.232
6 C -1.143 0.308 -0.932
7 P -2.902 0.044 -0.938
8 C -3.484 -0.191 0.802
9 O -3.082 -1.438 -1.636
10 H 3.688 -1.745 -1.029
11 H 4.295 -1.496 0.612
12 H 2.677 -2.132 0.334
13 H 1.158 -0.697 0.885
14 H 2.041 0.618 1.662
15 H 1.041 1.035 -1.114
16 H 1.276 2.274 0.125
17 H -1.020 2.059 0.372
18 H -0.698 0.530 1.174
19 H -0.919 0.885 -1.822
20 H -2.695 -0.142 1.538
21 H -3.969 -1.157 0.853
22 H -4.247 0.551 0.977
23 H -3.941 -1.826 -1.401
24 Yb 3.498 1.530 -1.269



The following is a DFT calculation (wB97M-V/def2-TZVPD) of a single C24H26N4O4S molecule.

## Properties
**Gap between HOMO and LUMO**: 8.196 eV
**Electronic energy**: -50298.35628 eV
**SMILES string**: COc1ccc(CNC(=O)c2ccc3c(=O)n(CCCN4CCCC4=O)c(=S)[nH]c3c2)cc1
**Maximum force**: 0.726 eV/Å

Positions of all 59 atoms, in Å:
1 C 7.458 2.679 -0.528
2 O 7.566 1.566 0.325
3 C 6.691 0.536 0.168
4 C 5.663 0.496 -0.769
5 C 4.835 -0.610 -0.836
6 C 5.006 -1.690 0.019
7 C 4.061 -2.860 -0.059
8 N 2.721 -2.464 0.329
9 C 1.711 -2.349 -0.560
10 O 1.805 -2.680 -1.725
11 C 0.437 -1.810 0.015
12 C 0.431 -0.779 0.961
13 C -0.767 -0.292 1.436
14 C -1.974 -0.824 0.985
15 C -3.248 -0.284 1.468
16 O -3.333 0.603 2.294
17 N -4.387 -0.849 0.915
18 C -5.661 -0.293 1.346
19 C -5.870 1.154 0.891
20 C -5.476 1.403 -0.570
21 N -4.074 1.710 -0.727
22 C -3.526 2.982 -0.310
23 C -2.013 2.771 -0.417
24 C -1.880 1.691 -1.488
25 C -3.206 0.951 -1.423
26 O -3.454 -0.132 -1.912
27 C -4.375 -1.862 -0.010
28 S -5.731 -2.548 -0.641
29 N -3.166 -2.368 -0.370
30 C -1.969 -1.853 0.036
31 C -0.755 -2.333 -0.453
32 C 6.029 -1.641 0.958
33 C 6.864 -0.547 1.032
34 H 7.597 2.397 -1.577
35 H 6.493 3.183 -0.412
36 H 8.255 3.358 -0.230
37 H 5.501 1.314 -1.453
38 H 4.042 -0.638 -1.569
39 H 3.982 -3.225 -1.087
40 H 4.400 -3.674 0.589
41 H 2.589 -2.154 1.278
42 H 1.359 -0.340 1.297
43 H -0.801 0.505 2.164
44 H -5.690 -0.331 2.439
45 H -6.443 -0.935 0.938
46 H -6.927 1.388 1.022
47 H -5.294 1.817 1.536
48 H -5.681 0.520 -1.180
49 H -6.057 2.244 -0.965
50 H -3.875 3.779 -0.981
51 H -3.835 3.224 0.708
52 H -1.630 2.400 0.533
53 H -1.487 3.689 -0.671
54 H -1.788 2.118 -2.489
55 H -1.043 1.013 -1.332
56 H -3.186 -3.044 -1.123
57 H -0.734 -3.108 -1.204
58 H 6.178 -2.471 1.634
59 H 7.665 -0.503 1.754



The following is a DFT calculation (wB97M-V/def2-TZVPD) of 9 unconnected molecules or ions with the total composition H18O9 at a distorted geometry.

## Properties
**Gap between HOMO and LUMO**: 10.069 eV
**Electronic energy**: -18716.68197 eV
**SMILES string**: O.O.O.O.O.O.O.O.O
**Maximum force**: 4.951 eV/Å

Positions of all 27 atoms, in Å:
1 O 0.487 0.862 0.246
2 H 0.314 0.554 1.183
3 H 0.661 0.136 -0.348
4 O -4.137 2.856 1.146
5 H -3.388 2.263 0.917
6 H -3.869 3.163 1.958
7 O 1.528 1.583 -2.621
8 H 1.160 1.347 -1.756
9 H 2.239 2.076 -2.402
10 O 1.403 2.183 2.062
11 H 1.662 2.836 2.729
12 H 0.533 1.989 2.153
13 O -2.909 1.648 4.117
14 H -2.864 1.485 3.167
15 H -2.097 2.136 4.446
16 O 1.977 -3.797 -2.531
17 H 1.430 -3.342 -1.869
18 H 2.854 -3.741 -2.204
19 O 3.203 -0.045 -2.036
20 H 3.430 -0.906 -1.822
21 H 2.594 0.168 -1.311
22 O -3.880 -0.637 -0.603
23 H -3.207 -0.039 -0.687
24 H -3.868 -1.328 -1.279
25 O 2.209 -4.587 -0.188
26 H 1.398 -3.983 0.034
27 H 1.962 -5.350 0.350



The following is a DFT calculation (wB97M-V/def2-TZVPD) of 9 unconnected molecules or ions with the total composition C54H57BCl2F3NO6S at a distorted geometry.

## Properties
**Gap between HOMO and LUMO**: 8.901 eV
**Electronic energy**: -115405.75491 eV
**SMILES string**: NB(O)[C@]1(Cl)OS(=O)(=O)[C@H](COC(F)(F)F)[C@@H](Cl)[C@@H]1O.c1ccccc1.c1ccccc1.c1ccccc1.c1ccccc1.c1ccccc1.c1ccccc1.c1ccccc1.c1ccccc1
**Maximum force**: 7.001 eV/Å

Positions of all 125 atoms, in Å:
1 N 6.983 0.599 3.352
2 B 7.337 -0.372 2.279
3 O 8.555 -1.120 2.199
4 C 6.237 -0.560 1.058
5 Cl 7.270 -0.659 -0.489
6 O 5.421 0.628 0.902
7 S 3.880 0.450 1.511
8 O 3.155 1.744 1.216
9 O 3.794 0.227 2.982
10 C 3.054 -0.843 0.488
11 C 1.716 -1.276 1.238
12 O 0.702 -1.841 0.380
13 C -0.099 -0.864 -0.211
14 F -1.137 -1.557 -0.868
15 F 0.529 -0.104 -1.190
16 F -0.723 -0.003 0.683
17 C 4.111 -2.028 0.260
18 Cl 4.442 -2.254 -1.538
19 C 5.440 -1.940 1.138
20 O 5.161 -2.370 2.504
21 H 7.483 0.276 4.191
22 H 7.321 1.526 3.047
23 H 9.271 -0.473 2.366
24 H 2.881 -0.371 -0.541
25 H 2.010 -2.107 1.969
26 H 1.374 -0.408 1.880
27 H 3.580 -2.991 0.584
28 H 6.148 -2.741 0.724
29 H 5.539 -3.269 2.608
30 C -2.990 0.965 -3.865
31 C -2.446 0.670 -2.619
32 C -3.196 0.879 -1.466
33 C -4.488 1.387 -1.558
34 C -5.028 1.691 -2.803
35 C -4.280 1.478 -3.957
36 H -2.408 0.796 -4.764
37 H -1.440 0.277 -2.547
38 H -2.774 0.646 -0.495
39 H -5.073 1.548 -0.659
40 H -6.033 2.092 -2.875
41 H -4.702 1.713 -4.928
42 C -5.829 5.039 -1.569
43 C -5.286 4.744 -0.323
44 C -6.035 4.953 0.830
45 C -7.327 5.461 0.738
46 C -7.867 5.764 -0.508
47 C -7.119 5.552 -1.661
48 H -5.247 4.869 -2.469
49 H -4.278 4.350 -0.251
50 H -5.612 4.720 1.801
51 H -7.912 5.621 1.636
52 H -8.872 6.166 -0.580
53 H -7.541 5.786 -2.632
54 C 7.093 0.152 -6.407
55 C 6.297 1.291 -6.473
56 C 5.249 1.461 -5.574
57 C 4.995 0.489 -4.611
58 C 5.786 -0.653 -4.551
59 C 6.836 -0.822 -5.447
60 H 7.914 0.023 -7.104
61 H 6.494 2.047 -7.225
62 H 4.631 2.350 -5.623
63 H 4.180 0.622 -3.908
64 H 5.584 -1.413 -3.804
65 H 7.453 -1.712 -5.399
66 C -1.846 -7.127 1.328
67 C -1.246 -6.256 2.231
68 C -1.021 -4.930 1.875
69 C -1.392 -4.476 0.613
70 C -1.983 -5.350 -0.293
71 C -2.212 -6.674 0.064
72 H -2.027 -8.158 1.609
73 H -0.954 -6.610 3.214
74 H -0.556 -4.250 2.581
75 H -1.220 -3.445 0.337
76 H -2.267 -4.997 -1.279
77 H -2.675 -7.355 -0.642
78 C -2.537 -7.928 6.306
79 C -2.320 -9.161 6.913
80 C -2.595 -10.336 6.221
81 C -3.091 -10.279 4.923
82 C -3.317 -9.046 4.319
83 C -3.039 -7.871 5.009
84 H -2.316 -7.013 6.843
85 H -1.935 -9.206 7.926
86 H -2.422 -11.297 6.694
87 H -3.303 -11.194 4.383
88 H -3.710 -9.001 3.309
89 H -3.213 -6.910 4.537
90 C -5.180 4.311 4.920
91 C -3.966 4.178 4.255
92 C -2.810 4.728 4.799
93 C -2.869 5.417 6.006
94 C -4.085 5.558 6.667
95 C -5.240 5.004 6.125
96 H -6.080 3.876 4.500
97 H -3.920 3.643 3.312
98 H -1.863 4.621 4.281
99 H -1.967 5.844 6.431
100 H -4.132 6.100 7.605
101 H -6.187 5.112 6.642
102 C 10.268 -5.537 -2.145
103 C 9.567 -4.605 -1.387
104 C 9.174 -3.398 -1.957
105 C 9.485 -3.122 -3.284
106 C 10.194 -4.050 -4.040
107 C 10.584 -5.258 -3.471
108 H 10.569 -6.480 -1.703
109 H 9.327 -4.819 -0.351
110 H 8.624 -2.673 -1.367
111 H 9.176 -2.182 -3.729
112 H 10.442 -3.832 -5.073
113 H 11.135 -5.982 -4.061
114 C -7.381 10.011 -2.243
115 C -6.746 8.831 -2.616
116 C -6.630 8.498 -3.962
117 C -7.152 9.344 -4.935
118 C -7.794 10.520 -4.562
119 C -7.907 10.855 -3.216
120 H -7.465 10.273 -1.195
121 H -6.342 8.170 -1.858
122 H -6.133 7.579 -4.253
123 H -7.059 9.086 -5.984
124 H -8.207 11.177 -5.320
125 H -8.406 11.773 -2.925



The following is a DFT calculation (wB97M-V/def2-TZVPD) of a gas-phase ion, C3H11N3P (charge +1) at a distorted geometry.

## Properties
**Gap between HOMO and LUMO**: 9.062 eV
**Charge**: +1
**Electronic energy**: -17037.96128 eV
**SMILES string**: CC=[PH2]N(N)C=[NH2+]
**Maximum force**: 4.368 eV/Å

Positions of all 18 atoms, in Å:
1 C 2.860 -0.908 -0.644
2 C 2.006 0.079 0.100
3 P 0.515 0.391 0.816
4 N -1.570 0.628 0.207
5 N -1.758 1.981 0.451
6 C -2.368 -0.272 -0.297
7 N -1.836 -1.505 -0.671
8 H 3.786 -1.185 -0.009
9 H 3.282 -0.516 -1.645
10 H 2.282 -1.792 -0.784
11 H 2.399 1.143 0.082
12 H 0.044 -0.635 1.652
13 H 0.695 1.613 1.509
14 H -2.717 2.264 0.476
15 H -1.008 2.605 0.143
16 H -3.363 0.006 -0.283
17 H -2.383 -2.264 -0.321
18 H -0.866 -1.634 -0.782



The following is a DFT calculation (wB97M-V/def2-TZVPD) of 6 unconnected molecules or ions with the total composition C18H42N6O6 at a distorted geometry.

## Properties
**Gap between HOMO and LUMO**: 9.111 eV
**Electronic energy**: -40572.29030 eV
**SMILES string**: CN(C)C=O.CN(C)C=O.CN(C)C=O.CN(C)C=O.CN(C)C=O.CN(C)C=O
**Maximum force**: 1.327 eV/Å

Positions of all 72 atoms, in Å:
1 C 4.608 -0.619 0.891
2 N 5.232 0.664 0.687
3 C 6.641 0.676 0.381
4 C 4.537 1.788 0.932
5 O 4.943 2.931 0.859
6 H 3.727 -0.647 1.531
7 H 5.307 -1.330 1.343
8 H 4.308 -1.070 -0.063
9 H 7.194 0.290 1.251
10 H 6.918 0.029 -0.448
11 H 7.013 1.693 0.296
12 H 3.495 1.560 1.196
13 C -5.649 2.099 -1.733
14 N -4.467 1.397 -2.179
15 C -3.991 0.269 -1.393
16 C -3.746 1.841 -3.228
17 O -3.924 2.933 -3.738
18 H -5.341 3.068 -1.331
19 H -6.123 1.567 -0.907
20 H -6.403 2.212 -2.508
21 H -3.838 0.617 -0.367
22 H -4.695 -0.566 -1.400
23 H -3.042 -0.110 -1.768
24 H -3.075 1.059 -3.613
25 C 0.137 -1.432 -3.165
26 N -1.052 -2.224 -3.445
27 C -1.124 -3.533 -2.857
28 C -1.969 -1.758 -4.330
29 O -1.946 -0.644 -4.812
30 H 0.174 -1.222 -2.096
31 H 0.204 -0.461 -3.644
32 H 0.993 -2.030 -3.485
33 H -1.304 -3.410 -1.782
34 H -1.946 -4.145 -3.223
35 H -0.184 -4.080 -2.958
36 H -2.764 -2.484 -4.571
37 C -0.752 1.941 -0.071
38 N -0.037 1.109 0.867
39 C -0.526 -0.250 1.064
40 C 0.898 1.585 1.699
41 O 1.462 0.962 2.578
42 H -1.753 2.200 0.293
43 H -0.882 1.378 -0.998
44 H -0.225 2.872 -0.265
45 H -0.068 -0.673 1.955
46 H -1.592 -0.262 1.303
47 H -0.253 -0.861 0.208
48 H 1.058 2.660 1.509
49 C 0.390 3.643 4.625
50 N -1.011 3.986 4.441
51 C -1.629 3.379 3.280
52 C -1.526 5.136 4.932
53 O -0.972 5.815 5.773
54 H 0.439 2.554 4.700
55 H 0.755 3.978 5.592
56 H 1.019 3.987 3.805
57 H -1.478 2.304 3.169
58 H -2.715 3.479 3.316
59 H -1.244 3.853 2.369
60 H -2.507 5.420 4.524
61 C 1.639 -5.695 -1.011
62 N 1.273 -4.399 -0.494
63 C 0.132 -4.405 0.393
64 C 2.006 -3.296 -0.734
65 O 1.693 -2.170 -0.403
66 H 1.023 -5.995 -1.867
67 H 1.468 -6.434 -0.224
68 H 2.673 -5.810 -1.335
69 H 0.323 -5.066 1.248
70 H -0.083 -3.430 0.816
71 H -0.747 -4.867 -0.063
72 H 2.902 -3.556 -1.318



The following is a DFT calculation (wB97M-V/def2-TZVPD) of a molecular structure, C16H20FeNS at a distorted geometry.

## Properties
**Gap between HOMO and LUMO (spin up / spin down)**: 2.937 / 2.397 eV
**Charge**: -1
**Electronic energy**: -63619.05236 eV
**Multiplicity**: 5
**Maximum force**: 4.806 eV/Å

Positions of all 39 atoms, in Å:
1 C 2.921 5.090 1.553
2 S 2.113 3.617 0.804
3 C 3.233 2.317 1.467
4 C 0.728 3.391 1.774
5 C -0.565 3.446 1.281
6 N -1.693 3.474 0.932
7 H 2.337 5.956 1.227
8 H 2.909 4.997 2.645
9 H 3.942 5.146 1.162
10 H 2.846 1.360 1.098
11 H 4.234 2.510 1.065
12 H 3.219 2.356 2.562
13 H 0.899 3.258 2.848
14 C -1.238 1.115 -2.014
15 C -0.583 0.455 -0.875
16 C -0.024 -0.821 -0.966
17 C 0.554 -1.614 0.145
18 C 0.920 -2.912 -0.361
19 C 0.526 -2.989 -1.762
20 C -0.088 -1.740 -2.134
21 Fe -1.007 -2.534 -0.602
22 C -2.949 -2.185 -0.739
23 C -2.471 -2.047 0.629
24 C -1.845 -3.302 1.011
25 C -1.936 -4.212 -0.116
26 C -2.617 -3.524 -1.196
27 H -1.901 1.916 -1.666
28 H -0.496 1.577 -2.683
29 H -1.817 0.404 -2.623
30 H -0.480 1.005 0.057
31 H 0.720 -1.198 1.135
32 H 1.462 -3.679 0.189
33 H 0.732 -3.818 -2.440
34 H -0.458 -1.436 -3.108
35 H -3.528 -1.447 -1.285
36 H -2.619 -1.180 1.266
37 H -1.444 -3.538 1.995
38 H -1.626 -5.256 -0.122
39 H -2.911 -3.956 -2.149



The following is a DFT calculation (wB97M-V/def2-TZVPD) of a molecular structure, C46H45As2CrN8 at a distorted geometry.

## Properties
**Gap between HOMO and LUMO (spin up / spin down)**: 7.029 / 6.929 eV
**Charge**: +2
**Electronic energy**: -210441.25579 eV
**Multiplicity**: 4
**Maximum force**: 1.291 eV/Å

Positions of all 102 atoms, in Å:
1 Cr -0.614 0.408 -0.044
2 C -3.290 -0.446 -1.298
3 N -2.858 0.164 -0.035
4 C -3.449 -0.439 1.156
5 C -2.506 -0.280 2.299
6 N -1.209 -0.117 2.167
7 C -0.689 -0.216 3.463
8 C 0.620 -0.246 3.946
9 C 0.809 -0.395 5.306
10 C -0.268 -0.536 6.191
11 C -1.568 -0.550 5.732
12 C -1.749 -0.394 4.364
13 N -2.889 -0.428 3.582
14 C -2.345 0.020 -2.349
15 N -1.157 0.503 -2.054
16 C -0.592 0.910 -3.261
17 C 0.583 1.605 -3.536
18 C 0.881 1.849 -4.860
19 C 0.030 1.435 -5.895
20 C -1.170 0.806 -5.633
21 C -1.470 0.569 -4.298
22 N -2.578 0.018 -3.674
23 H -4.318 -0.185 -1.564
24 H -3.240 -1.534 -1.200
25 H -3.098 1.154 -0.054
26 H -3.587 -1.510 0.984
27 H -4.426 -0.014 1.399
28 H 1.469 -0.184 3.284
29 H 1.817 -0.415 5.698
30 H -0.073 -0.668 7.246
31 H -2.407 -0.693 6.400
32 H -3.830 -0.525 3.927
33 H 1.199 1.977 -2.732
34 H 1.788 2.381 -5.114
35 H 0.301 1.646 -6.920
36 H -1.848 0.517 -6.425
37 H -3.418 -0.292 -4.135
38 C 3.078 -0.138 0.936
39 As 1.867 0.652 -0.381
40 C 2.672 -0.271 -1.913
41 C 2.498 2.506 -0.458
42 C 3.216 2.975 -1.553
43 C 3.619 4.301 -1.623
44 C 3.308 5.172 -0.594
45 C 2.609 4.708 0.510
46 C 2.195 3.386 0.595
47 As 1.398 2.644 2.210
48 C 2.949 2.934 3.393
49 C 0.299 4.040 3.026
50 H 4.096 -0.063 0.556
51 H 2.835 -1.194 1.061
52 H 3.020 0.367 1.895
53 H 3.469 0.321 -2.358
54 H 1.932 -0.490 -2.678
55 H 3.098 -1.208 -1.559
56 H 3.478 2.311 -2.369
57 H 4.187 4.645 -2.477
58 H 3.623 6.206 -0.642
59 H 2.392 5.395 1.320
60 H 3.279 3.969 3.320
61 H 3.782 2.285 3.124
62 H 2.651 2.727 4.421
63 H 0.834 4.987 3.094
64 H 0.072 3.700 4.038
65 H -0.630 4.170 2.479
66 N 0.021 -6.803 0.937
67 C -0.209 -8.089 0.517
68 C -0.095 -9.326 1.146
69 C -0.423 -10.430 0.391
70 C -0.859 -10.320 -0.944
71 C -0.982 -9.100 -1.563
72 C -0.649 -7.962 -0.819
73 N -0.675 -6.643 -1.175
74 C -0.269 -5.976 -0.121
75 C -0.167 -4.534 -0.115
76 C 0.242 -3.768 0.981
77 C 0.204 -2.394 0.900
78 N -0.216 -1.717 -0.182
79 C -0.515 -2.459 -1.268
80 C -0.507 -3.830 -1.280
81 H 0.366 -6.538 1.842
82 H 0.225 -9.421 2.175
83 H -0.345 -11.414 0.834
84 H -1.107 -11.223 -1.484
85 H -1.325 -9.005 -2.584
86 H 0.576 -4.223 1.904
87 H 0.521 -1.798 1.744
88 H -0.756 -1.912 -2.169
89 H -0.773 -4.391 -2.164
90 C -0.940 2.346 -0.169
91 C -0.995 3.500 -0.559
92 C -1.037 4.862 -0.988
93 C -0.986 5.173 -2.351
94 C -0.944 6.494 -2.759
95 C -0.955 7.519 -1.821
96 C -1.034 7.219 -0.468
97 C -1.075 5.900 -0.052
98 H -0.974 4.368 -3.075
99 H -0.911 6.733 -3.813
100 H -0.895 8.549 -2.145
101 H -1.071 8.015 0.264
102 H -1.143 5.662 1.000